{"formula": "C18H31F2MnN6S6", "method": "ωB97M-V/def2-TZVPD", "symbols": ["Mn", "S", "S", "S", "S", "S", "S", "F", "F", "N", "N", "N", "N", "N", "N", "C", "C", "C", "C", "C", "C", "C", "C", "C", "C", "C", "C", "C", "C", "C", "C", "C", "C", "H", "H", "H", "H", "H", "H", "H", "H", "H", "H", "H", "H", "H", "H", "H", "H", "H", "H", "H", "H", "H", "H", "H", "H", "H", "H", "H", "H", "H", "H", "H"], "coordinates": [[0.030, 0.006, -0.460], [4.496, 1.271, -0.392], [-2.378, -0.897, -0.444], [-0.248, -0.176, 2.130], [1.670, -4.369, 0.291], [1.752, 2.659, 1.919], [-1.143, 2.166, 0.038], [0.561, -0.554, -3.212], [0.457, 1.637, -2.827], [2.075, 0.427, -0.512], [-0.815, -3.661, -0.422], [2.371, 2.621, -1.324], [-2.307, -2.091, -2.800], [0.852, -1.984, -0.211], [-3.604, -0.156, -2.664], [0.349, 3.812, 1.873], [-3.636, 0.323, -4.054], [-2.787, -1.061, -2.120], [2.823, 1.468, -0.798], [-2.160, 1.765, 1.487], [2.213, -1.918, 0.075], [0.441, -3.230, -0.148], [1.170, 0.217, 3.199], [-1.436, 1.094, 2.653], [-0.122, 0.392, -2.436], [1.538, 1.685, 3.425], [4.174, -0.349, 0.096], [-2.770, -2.678, -4.060], [2.811, -3.087, 0.381], [-1.708, -2.614, -5.145], [-0.442, 3.758, 0.561], [-5.051, 0.367, -4.601], [2.863, -0.623, -0.068], [-5.683, 1.017, -3.996], [4.964, -1.004, 0.420], [-1.049, -4.598, -0.140], [1.514, 2.542, -1.856], [2.006, -0.323, 2.752], [-2.930, 1.105, 1.100], [-0.878, 1.823, 3.230], [3.846, -3.274, 0.608], [0.179, 4.082, -0.275], [-2.041, -3.163, -6.026], [0.843, 2.180, 4.102], [-0.307, 3.637, 2.723], [-2.167, 0.644, 3.325], [-3.031, -3.716, -3.847], [-1.487, -1.588, -5.437], [3.047, 3.290, -1.647], [-0.777, -3.060, -4.795], [-1.279, 4.455, 0.624], [-3.937, 0.513, -1.986], [-3.187, 1.318, -4.063], [-5.500, -0.627, -4.611], [-1.603, -2.621, -2.304], [-1.547, -2.958, -0.318], [0.972, -0.247, 4.168], [-1.098, 0.467, -2.923], [-3.693, -2.185, -4.356], [0.744, 4.821, 1.987], [-2.654, 2.676, 1.830], [-5.046, 0.756, -5.619], [2.503, 1.696, 3.935], [-2.998, -0.308, -4.663]], "atomic_forces_ev_per_a": [[-0.74, 0.18, 0.67], [-0.09, -0.04, -0.04], [0.09, 0.08, 0.11], [0.08, 0.01, -0.13], [-0.07, 0.07, 0.01], [0.14, 0.11, -0.01], [-0.20, 0.00, 0.02], [-0.04, 0.11, 0.06], [-0.19, -0.08, -0.21], [-0.06, -0.16, -0.26], [-0.15, 0.01, -0.20], [-0.03, 0.26, 0.31], [-0.03, 0.06, -0.02], [0.27, 0.06, -0.28], [0.05, 0.11, 0.02], [-0.10, -0.12, -0.14], [-0.08, -0.06, -0.03], [0.02, -0.05, -0.13], [0.16, -0.01, 0.07], [0.08, -0.03, -0.02], [-0.02, -0.06, 0.03], [0.26, 0.08, 0.13], [-0.03, -0.12, 0.14], [0.04, 0.04, -0.06], [0.45, -0.32, -0.21], [-0.05, -0.07, -0.06], [0.02, 0.02, 0.03], [0.03, 0.04, -0.04], [-0.02, -0.04, 0.00], [-0.02, 0.01, -0.01], [0.19, -0.04, 0.04], [0.02, -0.01, -0.01], [0.06, 0.07, 0.06], [0.00, -0.01, 0.00], [0.00, 0.00, 0.00], [-0.02, 0.01, 0.03], [0.05, -0.04, -0.07], [-0.02, 0.04, -0.07], [-0.05, 0.00, 0.00], [-0.09, -0.03, -0.01], [0.00, 0.00, -0.01], [0.04, -0.05, 0.02], [0.00, 0.00, 0.00], [0.01, 0.03, -0.04], [0.04, -0.01, 0.02], [-0.02, -0.05, -0.05], [0.03, -0.01, 0.01], [0.02, 0.00, 0.02], [0.04, -0.01, -0.01], [0.00, -0.01, -0.01], [-0.01, 0.01, -0.01], [0.02, -0.01, 0.02], [-0.02, 0.01, 0.00], [-0.01, 0.00, -0.01], [0.00, -0.05, -0.05], [-0.02, 0.03, 0.24], [0.07, 0.00, 0.01], [-0.13, -0.02, 0.09], [0.00, -0.04, 0.01], [-0.02, 0.02, -0.02], [0.05, 0.03, -0.03], [0.00, 0.00, 0.00], [-0.01, -0.01, 0.03], [0.04, 0.05, 0.03]], "nbo_charge": [0.578, 0.429, -0.305, 0.287, 0.432, 0.210, 0.326, -0.399, -0.422, -0.558, -0.838, -0.806, -0.575, -0.567, -0.586, -0.538, -0.228, 0.414, 0.310, -0.555, 0.183, 0.278, -0.526, -0.542, 0.234, -0.551, -0.422, -0.222, -0.445, -0.616, -0.531, -0.615, 0.064, 0.217, 0.252, 0.406, 0.433, 0.239, 0.258, 0.221, 0.256, 0.241, 0.228, 0.222, 0.216, 0.241, 0.214, 0.215, 0.404, 0.224, 0.232, 0.418, 0.214, 0.213, 0.429, 0.419, 0.233, 0.081, 0.208, 0.240, 0.236, 0.230, 0.249, 0.212], "e_above_lowest_kj_mol": 0.0, "homo_energy_ev": [-10.339, -10.078], "charge": 1, "s_squared": 0.817, "spin_multiplicity": 2}

{"formula": "C18H31KN3NbO4S", "method": "ωB97M-V/def2-TZVPD", "symbols": ["Nb", "K", "S", "O", "O", "O", "O", "N", "N", "N", "C", "C", "C", "C", "C", "C", "C", "C", "C", "C", "C", "C", "C", "C", "C", "C", "C", "C", "H", "H", "H", "H", "H", "H", "H", "H", "H", "H", "H", "H", "H", "H", "H", "H", "H", "H", "H", "H", "H", "H", "H", "H", "H", "H", "H", "H", "H", "H", "H"], "coordinates": [[0.167, 0.228, -0.598], [-3.143, 1.055, 0.461], [-0.199, -1.120, 2.303], [0.249, 0.193, 1.539], [-4.575, -2.301, 0.363], [-1.593, -1.388, 2.103], [0.727, -2.207, 2.076], [-1.458, -0.312, -1.031], [1.174, -1.003, -1.892], [-0.152, 2.110, -1.397], [0.004, -1.335, 6.314], [-0.042, -0.652, 3.990], [-0.251, 0.982, 5.737], [-3.572, -2.608, -0.088], [2.590, -0.798, -1.635], [0.835, 2.987, -0.771], [0.512, 2.020, -3.719], [-0.367, -1.829, -3.598], [0.805, -2.177, -2.699], [-0.120, -0.003, 6.723], [-0.846, 3.956, -2.901], [0.025, -1.682, 4.944], [-1.901, 1.747, -3.153], [-0.243, 0.677, 4.360], [-0.107, 0.341, 8.180], [0.380, -3.307, -1.776], [-0.598, 2.451, -2.757], [1.952, -2.655, -3.577], [-0.364, 2.025, 6.036], [2.345, -1.841, -4.185], [1.447, 2.527, -3.468], [0.085, -2.125, 7.067], [0.241, 2.265, -4.753], [0.190, -4.194, -2.395], [-1.923, 0.672, -2.913], [0.818, 0.030, 8.672], [-0.916, -0.140, 8.734], [1.911, 2.811, -0.997], [-1.484, 4.151, -3.773], [3.121, -0.450, -2.542], [-2.015, 1.853, -4.243], [-1.232, -1.514, -3.001], [-0.534, -3.048, -1.228], [0.722, 2.956, 0.324], [1.170, -3.528, -1.051], [-0.383, 1.446, 3.589], [1.587, -3.430, -4.258], [2.751, -3.094, -2.981], [-0.633, -2.722, -4.183], [0.595, 4.018, -1.070], [0.077, 4.519, -3.074], [-0.082, -1.021, -4.282], [-0.207, 1.416, 8.305], [2.702, -0.018, -0.863], [3.103, -1.712, -1.269], [0.087, -2.731, 4.638], [-1.372, 4.377, -2.040], [0.710, 0.942, -3.653], [-2.772, 2.188, -2.646]], "atomic_forces_ev_per_a": [[-2.27, 0.48, 1.26], [-0.53, -0.26, 0.51], [1.00, -0.83, 2.20], [-0.18, -0.56, -2.10], [1.79, -0.43, -0.76], [-0.69, 0.49, -1.17], [-0.37, 0.92, -0.93], [2.05, 0.07, 0.80], [0.04, -0.27, -0.62], [2.17, -2.44, -0.87], [0.00, -0.44, -1.01], [-0.42, 0.13, 0.28], [-0.08, 0.21, -0.71], [-1.72, 0.42, 0.74], [-0.01, -0.54, 0.78], [-0.77, 1.57, 0.58], [1.00, -0.36, -0.31], [-0.52, 0.30, -0.09], [0.06, 0.86, -1.10], [0.09, -0.25, -0.49], [0.11, 0.53, -0.35], [0.14, 0.48, 0.71], [-0.23, -0.72, 0.04], [0.20, -0.18, 0.89], [-0.02, 0.22, 0.21], [-0.18, -0.66, 1.11], [-1.28, 0.54, 0.18], [0.41, -0.23, 0.05], [0.01, -0.27, -0.02], [0.07, 0.01, -0.06], [-0.05, 0.10, -0.16], [-0.05, 0.28, -0.33], [-0.01, 0.11, 0.29], [0.12, 0.24, 0.15], [0.26, 0.47, -0.25], [0.01, 0.01, -0.19], [-0.03, -0.01, -0.19], [-0.65, -0.34, -0.26], [0.21, -0.21, 0.19], [-0.30, -0.10, 0.20], [-0.17, 0.05, 0.48], [0.09, -0.13, -0.28], [0.15, 0.02, -0.13], [0.13, -0.12, -0.14], [-0.13, -0.14, -0.08], [0.18, -0.26, 0.52], [0.03, 0.16, 0.20], [0.12, -0.02, -0.13], [0.02, 0.35, 0.22], [0.42, -0.21, 0.30], [-0.13, -0.01, 0.13], [-0.15, -0.21, 0.04], [0.00, 0.05, 0.13], [0.25, 0.00, -0.09], [-0.23, 0.37, -0.24], [0.09, 0.46, 0.09], [0.06, -0.08, -0.02], [-0.32, 0.19, 0.02], [0.22, 0.15, -0.24]], "mulliken_charge": [1.101, 0.874, 1.494, -0.834, -0.192, -0.538, -0.673, -0.478, 0.930, 0.092, -0.602, 0.512, -0.661, 0.203, -0.939, -1.034, -1.433, -1.293, 0.835, 0.756, -2.066, -0.704, -1.288, -0.418, -1.398, -1.412, 1.671, -1.763, 0.283, 0.431, 0.396, 0.387, 0.452, 0.478, 0.202, 0.343, 0.342, 0.363, 0.416, 0.373, 0.430, 0.115, 0.186, 0.340, 0.375, 0.280, 0.435, 0.445, 0.559, 0.447, 0.474, 0.333, 0.356, 0.269, 0.381, 0.379, 0.489, 0.191, 0.308], "homo_energy_ev": [-13.602, -13.603], "charge": 2}

- Among the records above, which one has the lowest charge?
  C18H31F2MnN6S6